Entry 1:
Entry from OMol25: C28H48AsCl2HfN4O2S2Si3 as an isolated structure (ωB97M-V/def2-TZVPD).

```
91
Properties=species:S:1:pos:R:3:mulliken_charge:R:1
Hf -0.1188 0.7106 -0.0637 -0.403
C 4.0169 3.2944 -7.0868 -1.476
C 3.3601 2.7831 -5.8441 0.896
C 4.0696 1.9844 -4.9396 -0.994
C 3.4660 1.4812 -3.8067 -0.716
C 2.1223 1.7874 -3.5876 0.166
C 1.3820 2.5846 -4.4617 -0.378
C 2.0151 3.0737 -5.5849 -0.983
S 1.3879 1.1916 -2.1629 2.383
O -0.1114 1.1866 -2.2714 -0.719
O 1.8002 -0.1405 -1.7395 -0.446
N 1.6140 2.0110 -0.7915 -0.467
C 0.9141 3.2317 -0.7045 0.254
C 1.4124 4.4832 -1.0144 -0.689
C 0.5601 5.5640 -0.8660 -0.328
C -0.7375 5.3638 -0.3978 -1.070
C -1.1428 4.0851 -0.0881 -0.286
N -0.3318 3.0306 -0.2494 0.286
H 5.0983 3.3402 -6.9787 0.396
H 3.6426 4.2813 -7.3537 0.405
H 3.7952 2.6247 -7.9213 0.315
H 5.1084 1.7533 -5.1347 0.412
H 4.0141 0.8562 -3.1134 0.469
H 0.3374 2.7927 -4.2729 0.491
H 1.4601 3.6861 -6.2834 0.442
H 2.4329 4.5931 -1.3539 0.620
H 0.9034 6.5626 -1.1018 0.480
H -1.4151 6.1946 -0.2645 0.477
H -2.1172 3.8903 0.3362 0.527
Cl -5.5486 1.6778 -1.3475 -0.061
C -3.9383 2.2282 -1.0548 -0.468
Cl -2.9067 0.7757 -0.5571 0.057
H -3.9145 2.9167 -0.2213 0.303
H -3.4771 2.6135 -1.9567 0.343
C -0.9273 2.7186 7.1124 -1.415
C -0.3437 1.8148 6.0861 0.808
C 0.6020 0.8472 6.3339 -1.048
C 1.0768 0.0785 5.2742 0.795
N 0.6220 0.2619 4.0167 0.072
C -0.2744 1.1820 3.7920 -0.175
S -0.9754 1.5374 2.2369 -0.403
N -0.7564 1.9544 4.8049 0.040
C 2.0856 -0.9948 5.4696 -1.236
H -0.6187 2.4172 8.1091 0.382
H -2.0174 2.7088 7.0636 0.405
H -0.5887 3.7434 6.9430 0.363
H 0.9670 0.6945 7.3388 0.456
H -1.4502 2.6598 4.5823 0.330
H 2.5662 -0.9279 6.4418 0.430
H 2.8361 -0.9502 4.6815 0.298
H 1.5889 -1.9661 5.3968 0.268
C -4.1354 -2.2487 1.1157 -1.003
Si -2.4099 -2.7868 1.5545 0.351
C -1.9192 -2.0532 3.2018 -0.497
C -2.2259 -4.6389 1.5070 -1.012
As -0.8801 -1.9158 -0.1269 0.514
Si 1.3441 -2.5798 0.4823 0.271
C 2.2962 -3.1636 -0.9982 -0.920
C 1.9395 -0.9696 1.2839 -0.541
C 1.3294 -3.8963 1.7984 -1.102
Si -1.4729 -2.8864 -2.2782 0.538
C -0.1312 -2.4453 -3.4968 -0.703
C -1.6074 -4.7230 -2.0204 -1.094
C -3.0934 -2.0908 -2.7413 -0.938
H -4.8035 -2.6748 1.8704 0.449
H -4.4665 -2.6219 0.1465 0.283
H -4.2612 -1.1666 1.1404 0.240
H -2.7260 -2.2607 3.9104 0.545
H -1.8147 -0.9721 3.1258 -0.124
H -1.0020 -2.4756 3.6095 0.175
H -2.4870 -5.0321 2.4936 0.435
H -1.2194 -4.9824 1.2741 0.226
H -2.9196 -5.0805 0.7913 0.356
H 2.3868 -2.4247 -1.7894 0.136
H 1.8331 -4.0665 -1.4021 0.299
H 3.3007 -3.4454 -0.6695 0.474
H 2.0832 -0.0814 0.6423 0.903
H 2.9456 -1.0812 1.7010 0.644
H 1.2929 -0.7297 2.1347 -0.232
H 1.0749 -4.8724 1.3838 0.347
H 0.6612 -3.6856 2.6312 0.270
H 2.3452 -3.9783 2.1972 0.416
H 0.6144 -3.2376 -3.5693 0.347
H 0.3787 -1.5111 -3.2701 -0.068
H -0.5971 -2.3445 -4.4808 0.467
H -0.8150 -5.1366 -1.3953 0.323
H -1.5198 -5.1899 -3.0060 0.427
H -2.5708 -5.0181 -1.6054 0.332
H -2.9379 -1.0755 -3.1106 0.234
H -3.8152 -2.0602 -1.9251 0.207
H -3.5407 -2.6698 -3.5539 0.420
```

The HOMO energy comes out at -16.4 eV. The net charge is +3. The LUMO energy is -8.657 eV. The spin multiplicity is 1. The calculation puts the gap between HOMO and LUMO at 7.734 eV.

---

Entry 2:
Entry from OMol25: C28H48BrCl3CoGeNO2SbSi3 as an isolated structure (ωB97M-V/def2-TZVPD).

```
89
Properties=species:S:1:pos:R:3:mulliken_charge:R:1
Co -0.1370 -0.0162 0.2021 0.233
C -2.8124 1.6289 4.1713 -0.988
Si -1.4751 0.4627 4.7370 0.835
C -0.6167 1.1249 6.2617 -1.103
C -2.2103 -1.2178 5.1255 -0.820
Sb 0.2256 0.0737 2.8592 -1.094
Si 1.4492 -2.0244 3.6955 0.413
C 3.0597 -2.2638 2.7778 -0.616
C 1.7655 -1.8898 5.5401 -1.104
C 0.3109 -3.4771 3.3768 -0.463
Si 2.0163 1.9522 2.9169 0.679
C 2.2828 2.5762 1.1799 -0.744
C 1.4724 3.3381 4.0474 -1.100
C 3.6125 1.2114 3.5552 -1.107
H -3.5820 1.7013 4.9452 0.387
H -3.2840 1.2868 3.2477 0.239
H -2.4184 2.6272 3.9819 0.249
H -1.3443 1.1792 7.0775 0.402
H -0.2267 2.1297 6.0993 0.272
H 0.2035 0.4828 6.5844 0.256
H -2.9660 -1.1120 5.9090 0.453
H -1.4569 -1.9214 5.4819 0.262
H -2.6944 -1.6506 4.2474 0.022
H 3.8707 -1.7110 3.2530 0.421
H 2.9783 -1.9385 1.7401 -0.182
H 3.3248 -3.3248 2.7832 0.431
H 2.3350 -0.9950 5.7966 0.230
H 2.3436 -2.7594 5.8666 0.418
H 0.8348 -1.8769 6.1099 0.263
H 0.2129 -3.6795 2.3083 -0.159
H -0.6881 -3.3079 3.7808 0.084
H 0.7194 -4.3785 3.8427 0.484
H 1.4391 3.1721 0.8295 0.189
H 2.4700 1.7681 0.4692 0.064
H 3.1606 3.2301 1.1793 0.429
H 0.4502 3.6516 3.8333 0.306
H 2.1264 4.1987 3.8790 0.400
H 1.5505 3.0620 5.0997 0.295
H 4.0218 0.4963 2.8402 0.214
H 3.4856 0.7120 4.5173 0.255
H 4.3478 2.0108 3.6850 0.446
C -2.0351 0.4129 -4.2126 -1.209
C -1.3354 -0.8910 -3.8062 0.623
C 0.0192 -0.6066 -3.1745 -1.596
C -2.2917 -1.7491 -3.0030 0.047
C -3.2524 -2.4548 -3.6987 -0.718
C -4.2085 -3.2332 -3.0616 -1.090
C -4.2195 -3.3317 -1.6696 -1.049
C -3.2969 -2.6749 -0.8955 0.621
C -3.3235 -2.8260 0.6094 0.245
C -2.0681 -3.5271 1.1352 -0.922
C -3.5753 -1.5066 1.3460 -0.987
C -2.2980 -1.8553 -1.5592 0.296
N -1.4093 -1.2588 -0.8227 0.745
H -1.3615 1.0312 -4.8074 0.363
H -2.3289 0.9872 -3.3339 0.183
H -2.9342 0.2132 -4.7967 0.435
H -1.1463 -1.4633 -4.7202 0.504
H -0.0502 0.1645 -2.3994 -0.179
H 0.7051 -0.2057 -3.9209 0.541
H 0.4698 -1.5051 -2.7528 0.251
H -3.2492 -2.3919 -4.7805 0.499
H -4.9437 -3.7704 -3.6457 0.392
H -4.9681 -3.9436 -1.1817 0.461
H -4.1763 -3.4782 0.8167 0.697
H -1.1772 -2.9244 0.9448 -0.377
H -1.9225 -4.4983 0.6608 0.318
H -2.1432 -3.6785 2.2137 0.495
H -2.6889 -0.8684 1.3419 -0.255
H -3.8273 -1.7166 2.3877 0.356
H -4.3928 -0.9418 0.8993 0.388
Cl -1.4471 3.5785 1.4593 -0.348
Ge -1.3111 2.1390 -0.2123 0.855
Cl -0.7674 3.4844 -1.8509 -0.375
Cl -3.4620 1.7676 -0.5774 -0.375
Br 1.0912 -5.9745 0.1266 -0.184
C 2.0985 -4.6817 -0.8327 -0.316
C 3.0078 -5.0982 -1.7900 -0.410
C 3.7356 -4.1404 -2.4846 -0.669
C 3.5515 -2.7917 -2.2239 -0.741
C 2.6380 -2.3897 -1.2572 0.138
C 1.9063 -3.3407 -0.5556 0.483
C 2.4242 -0.9154 -1.0045 -0.178
O 2.9984 -0.0808 -1.6713 -0.674
O 1.6299 -0.6519 0.0007 0.782
H 3.1439 -6.1522 -1.9893 0.438
H 4.4493 -4.4558 -3.2345 0.404
H 4.1039 -2.0308 -2.7585 0.496
H 1.1969 -3.0240 0.1960 0.444
```

The HOMO energy (alpha / beta) comes out at -8.0 / -8.8 eV. The LUMO energy (alpha / beta) is 0.424 / -2.022 eV. The spin multiplicity is 6. Its relative energy (zero: lowest compared OMol25 entry of this formula, charge and spin) is 0.0 kJ/mol. The calculation puts the gap between HOMO and LUMO (alpha / beta) at 8.413 / 6.773 eV.

---

Entry 3:
Entry from OMol25: a 2-piece molecular cluster, C28H48BrFNO7 overall in a non-equilibrium geometry (ωB97M-V/def2-TZVPD).

```
86
Properties=species:S:1:pos:R:3:mulliken_charge:R:1
C 3.3843 -3.5197 -0.2084 -0.580
O 2.6837 -2.6500 0.6536 -0.390
C 2.2665 -1.4594 0.0300 -1.897
C 2.3489 -0.3233 1.0418 2.209
F 1.5208 -0.6761 2.1153 -0.538
O 2.0449 0.9408 0.5786 -0.761
C 0.8897 1.2191 -0.2436 3.223
C 1.2975 1.1069 -1.7282 -1.216
C 0.2571 0.6434 -2.7416 0.650
C 0.9339 0.4206 -4.1242 -0.882
C 0.7306 -0.9927 -4.6409 -0.464
O 1.7343 -1.2792 -5.6098 -0.518
C -0.3726 0.4347 0.1567 -1.920
C -1.7126 1.1446 -0.1072 -0.671
C -2.9138 0.1686 -0.1725 0.523
C -3.0671 -0.4347 -1.5713 -1.620
C -2.8639 -0.9002 0.9233 -0.510
C -4.1148 -1.7926 0.8775 -1.074
C -5.4450 -1.0933 0.9973 -0.174
C -6.5682 -1.4606 0.3408 0.727
C -7.9122 -1.4084 1.0421 -1.491
C -6.5844 -1.9193 -1.0997 -1.416
C 0.5919 2.6946 0.0680 -0.693
C 0.7658 3.1727 1.3653 -0.808
C 0.5020 4.5013 1.6522 -0.777
C 0.0657 5.3178 0.6178 -0.472
C -0.0857 4.7487 -0.6368 -0.601
N 0.1561 3.4717 -0.9158 -0.302
C 3.7708 -0.1717 1.6451 -1.126
C 4.8801 -0.1368 0.6038 -0.443
C 6.2654 -0.0536 1.2565 -0.700
O 6.9417 -1.3257 1.1809 -0.237
C 8.0086 -1.3635 0.3527 0.050
O 7.9844 -1.0321 -0.7976 -0.458
O 4.0261 -1.1205 2.6578 -0.219
C 3.9567 -0.5864 3.9441 -0.350
Br 4.4517 -1.9459 5.2029 -0.152
H 3.4637 -4.4790 0.2989 0.287
H 2.8603 -3.6756 -1.1576 0.290
H 4.3995 -3.1662 -0.4153 0.219
H 1.2497 -1.6059 -0.3485 0.579
H 2.8932 -1.2537 -0.8418 0.711
H 1.6839 2.0655 -2.0724 0.198
H 2.1375 0.4140 -1.8044 0.551
H -0.1831 -0.3145 -2.4543 -0.221
H -0.5295 1.3825 -2.8850 0.218
H 2.0046 0.6162 -4.0527 0.415
H 0.5167 1.1360 -4.8336 0.384
H 0.8197 -1.7015 -3.8074 0.305
H -0.2672 -1.1008 -5.0800 0.278
H 1.7793 -2.2328 -5.7168 0.320
H -0.3405 0.2211 1.2240 0.741
H -0.4397 -0.5291 -0.3461 0.224
H -1.6840 1.6920 -1.0469 0.283
H -1.9102 1.8556 0.7078 0.141
H -3.8032 0.7936 -0.0134 0.510
H -2.8625 0.3135 -2.3380 0.425
H -4.0868 -0.7761 -1.7439 0.232
H -2.3921 -1.2777 -1.7362 0.301
H -2.8310 -0.3878 1.8988 0.318
H -2.0053 -1.5556 0.7874 0.299
H -4.1253 -2.3413 -0.0645 0.448
H -4.0705 -2.5220 1.6901 0.424
H -5.5378 -0.1912 1.6064 0.216
H -8.5130 -2.2454 0.6897 0.444
H -8.4606 -0.4840 0.8301 0.290
H -7.7752 -1.5062 2.1154 0.368
H -5.8732 -2.7219 -1.3020 0.355
H -7.5748 -2.2638 -1.3937 0.443
H -6.3383 -1.0774 -1.7477 0.252
H 1.1042 2.5077 2.1481 0.525
H 0.6457 4.8927 2.6508 0.488
H -0.1348 6.3690 0.7732 0.415
H -0.4167 5.3696 -1.4610 0.463
H 3.7390 0.8266 2.1048 0.860
H 4.8965 -1.0276 -0.0181 0.138
H 4.7289 0.7639 0.0076 0.283
H 6.8752 0.7119 0.7804 0.429
H 6.2004 0.1719 2.3197 0.303
H 8.9235 -1.7397 0.8285 0.382
H 2.9441 -0.2644 4.1911 0.225
H 4.6435 0.2525 4.0783 0.357
O -4.3727 1.8143 2.9020 -0.384
H -4.4592 2.7470 2.6141 0.458
H -4.9093 1.6278 3.7005 0.461
H -3.4316 1.5565 3.0272 0.422
```

The HOMO energy comes out at -10.8 eV. The net charge is +1. The LUMO energy is -5.167 eV. The spin multiplicity is 1. The calculation puts the gap between HOMO and LUMO at 5.680 eV.

---

Number 1: total energy -6333.61072 hartree. Number 2: total energy -9824.19491 hartree. Number 3: total energy -4350.59376 hartree.